{
  "formula": "C5H14N2O",
  "method": "ωB97M-V with the def2-TZVPD basis set",
  "elements": ["C", "C", "C", "O", "N", "C", "C", "N", "H", "H", "H", "H", "H", "H", "H", "H", "H", "H", "H", "H", "H", "H"],
  "coordinates": [[1.6126, -0.9616, 0.8624], [0.2552, -1.3466, 0.2008], [0.5617, -2.0136, -1.1219], [-0.6699, -2.4660, -1.6971], [-0.7462, -0.2863, 0.0891], [-0.3058, 1.1182, -0.2014], [-1.4107, 2.1019, 0.2859], [-0.9492, 3.1118, 1.2171], [1.7212, 0.1025, 0.9110], [1.6180, -1.3275, 1.8876], [2.4513, -1.4446, 0.3663], [-0.1810, -2.0777, 0.8813], [1.2673, -2.8196, -0.9730], [0.9688, -1.2437, -1.7971], [-0.4769, -3.0450, -2.4375], [-1.3078, -0.5091, -0.7260], [0.5672, 1.3075, 0.4086], [0.0109, 1.1788, -1.2468], [-2.1655, 1.4798, 0.7660], [-1.7934, 2.6055, -0.5942], [-0.3727, 3.8405, 0.8352], [-0.6550, 2.6948, 2.0832]],
  "multiplicity": 1,
  "smiles": "C[C@H](CO)NCCN",
  "charge": 0,
  "de_lowest_ev": 2.397,
  "largest_force_ev_per_a": 1.6,
  "lumo_energy_ev": 0.86
}


{
  "formula": "C5H14N2O",
  "method": "ωB97M-V with the def2-TZVPD basis set",
  "elements": ["C", "C", "C", "N", "H", "H", "H", "H", "H", "H", "H", "N", "C", "C", "O", "H", "H", "H", "H", "H", "H", "H"],
  "coordinates": [[1.5474, -0.9781, -0.7831], [1.3575, 0.3132, -0.0350], [1.7978, 1.5704, -0.7408], [1.2506, 0.2314, 1.2729], [2.5654, -1.0626, -1.1734], [0.8336, -1.0319, -1.6083], [1.3579, -1.8348, -0.1420], [1.3996, 1.5981, -1.7568], [2.8890, 1.6052, -0.8193], [1.4663, 2.4640, -0.2074], [1.3986, 1.1272, 1.7359], [-1.9454, -0.8675, -0.8503], [-1.5960, 0.2439, 0.0300], [-1.4526, -0.1768, 1.4504], [-1.8015, -1.4951, 1.7477], [-1.8359, -0.6192, -1.8238], [-2.9046, -1.1565, -0.6914], [-0.5127, 0.5431, -0.3102], [-2.2322, 1.1315, -0.0695], [-0.1433, -0.0648, 1.6061], [-1.9097, 0.4907, 2.1779], [-1.5296, -2.0315, 0.9904]],
  "multiplicity": 1,
  "smiles": "CC(C)=N.NCCO",
  "charge": 0,
  "de_lowest_ev": 3.580,
  "largest_force_ev_per_a": 3.4,
  "lumo_energy_ev": 0.79
}


{
  "formula": "C5H14N2O",
  "method": "ωB97M-V with the def2-TZVPD basis set",
  "elements": ["C", "N", "C", "C", "C", "C", "N", "H", "H", "H", "H", "H", "H", "H", "H", "H", "H", "H", "H", "O", "H", "H"],
  "coordinates": [[1.8951, 2.7875, 0.5648], [1.3275, 1.7759, -0.2942], [0.6074, 0.6687, 0.1051], [0.1489, -0.2537, -0.7497], [-0.7256, -1.4298, -0.3988], [-0.9418, -2.4204, -1.5479], [-2.3026, -2.5045, -2.0838], [1.9084, 2.4984, 1.6132], [2.9253, 2.9848, 0.2660], [1.3721, 3.7428, 0.4367], [1.2145, 2.0854, -1.2435], [0.4967, 0.5792, 1.1856], [0.3602, -0.0913, -1.8008], [-1.7124, -1.0637, -0.0835], [-0.3918, -1.9271, 0.5043], [-0.2814, -2.1925, -2.3637], [-0.6306, -3.4046, -1.2255], [-2.3868, -1.9792, -2.9378], [-2.9993, -2.2195, -1.4152], [0.1687, 1.1404, 3.9294], [-0.5460, 0.9352, 3.3117], [0.4937, 0.2880, 4.2277]],
  "multiplicity": 1,
  "smiles": "CN/C=C/CCN.O",
  "charge": 0,
  "de_lowest_ev": 2.536,
  "largest_force_ev_per_a": 0.8,
  "lumo_energy_ev": 0.74
}


{
  "formula": "C5H14N2O",
  "method": "ωB97M-V with the def2-TZVPD basis set",
  "elements": ["C", "C", "C", "C", "C", "N", "O", "N", "H", "H", "H", "H", "H", "H", "H", "H", "H", "H", "H", "H", "H", "H"],
  "coordinates": [[1.2064, -1.2984, -1.2870], [0.2143, -1.2374, -0.1485], [0.8030, -1.7190, 1.1601], [-0.4838, 0.3846, 0.1471], [0.5977, 1.3977, 0.4898], [-1.4245, 0.2948, 1.1996], [-1.0190, 0.5422, -1.1090], [-1.8617, 1.9053, -1.2884], [0.7514, -0.9933, -2.2250], [2.0990, -0.7119, -1.0736], [1.5899, -2.3065, -1.4665], [-0.6629, -1.8289, -0.4166], [1.0877, -2.7733, 1.1341], [1.7176, -1.1719, 1.3859], [0.0730, -1.6028, 1.9578], [1.4120, 1.3368, -0.2264], [0.2045, 2.4146, 0.5031], [0.9849, 1.2185, 1.4894], [-1.6035, 1.1400, 1.7263], [-2.3170, -0.0815, 0.9068], [-1.4222, 2.3204, -2.1178], [-1.9467, 2.7699, -0.7412]],
  "multiplicity": 1,
  "smiles": "CC(C)[C@](C)(N)ON",
  "charge": 0,
  "de_lowest_ev": 4.222,
  "largest_force_ev_per_a": 3.9,
  "lumo_energy_ev": 0.85
}


{
  "formula": "C5H14N2O",
  "method": "ωB97M-V with the def2-TZVPD basis set",
  "elements": ["C", "C", "O", "C", "C", "C", "H", "H", "H", "H", "H", "H", "H", "H", "H", "H", "N", "N", "H", "H", "H", "H"],
  "coordinates": [[-0.9495, -1.4991, -1.8799], [-0.8175, -1.2179, -0.4118], [0.4502, -0.3498, 0.1254], [-0.9270, 0.1146, 0.1738], [-1.2191, 1.3183, -0.6975], [-1.4248, 0.2429, 1.5989], [-0.7668, -2.5515, -2.0825], [-1.9536, -1.2565, -2.2375], [-0.2409, -0.9072, -2.4647], [-1.0082, -2.0628, 0.2464], [-0.6983, 1.2622, -1.6509], [-2.2892, 1.3753, -0.8955], [-0.9027, 2.2273, -0.1876], [-2.5069, 0.3705, 1.6013], [-1.1727, -0.6431, 2.1792], [-0.9538, 1.1023, 2.0768], [2.6543, 1.0826, 0.5145], [3.5570, 0.0977, 0.9497], [1.5877, 0.6193, 0.1637], [2.3613, 1.5874, 1.3508], [3.0971, -0.7088, 1.3647], [4.1236, -0.2037, 0.1628]],
  "multiplicity": 1,
  "smiles": "C[C@H]1OC1(C)C.NN",
  "charge": 0,
  "de_lowest_ev": 4.209,
  "largest_force_ev_per_a": 4.8,
  "lumo_energy_ev": 0.72
}


{
  "formula": "C5H14N2O",
  "method": "ωB97M-V with the def2-TZVPD basis set",
  "elements": ["H", "N", "C", "N", "C", "C", "C", "C", "H", "H", "H", "H", "H", "H", "H", "H", "H", "H", "H", "O", "H", "H"],
  "coordinates": [[-2.3627, 1.4856, 1.7029], [-1.7389, 1.5584, 2.5979], [-0.5153, 1.7817, 2.4603], [-0.0282, 2.2587, 1.1940], [0.2756, 1.3582, 0.0258], [1.5043, 0.4533, 0.0313], [1.0361, -1.0690, 0.3103], [0.4829, -1.6515, -0.9833], [0.1632, 1.8231, 3.3243], [0.8438, 2.9640, 1.1400], [0.2653, 2.0045, -0.8375], [-0.5603, 0.6737, -0.0506], [1.8666, 0.5267, -0.9941], [2.0833, 0.9374, 0.7698], [1.7999, -1.7541, 0.6281], [0.2532, -1.2502, 0.9316], [-0.5872, -2.1070, -0.9342], [0.5012, -0.8934, -1.8168], [1.1471, -2.4997, -1.2695], [-1.8231, -1.9437, -2.6624], [-2.1686, -2.7020, -2.0923], [-2.4382, -1.9546, -3.4755]],
  "multiplicity": 1,
  "smiles": "[H]/N=C\\NCCCC.O",
  "charge": 0,
  "de_lowest_ev": 3.913,
  "largest_force_ev_per_a": 4.3,
  "lumo_energy_ev": 0.63
}


{
  "formula": "C5H14N2O",
  "method": "ωB97M-V with the def2-TZVPD basis set",
  "elements": ["C", "C", "C", "C", "N", "H", "H", "H", "H", "H", "H", "H", "H", "H", "H", "H", "C", "O", "N", "H", "H", "H"],
  "coordinates": [[0.3108, -1.2315, -0.7968], [-0.2396, 0.0008, 1.6340], [-0.3312, -2.5307, -0.3333], [1.8024, -1.1531, -0.5079], [0.3362, 1.1474, 1.6448], [0.1757, -1.1637, -1.8819], [-0.1718, 1.9726, 0.6553], [1.2762, 1.1936, 2.0206], [0.1767, -0.8805, 2.1145], [-1.2727, -0.0238, 1.3227], [-0.2148, -2.6815, 0.7395], [2.2130, -0.2023, -0.8536], [2.0066, -1.2573, 0.5607], [-1.3927, -2.5520, -0.5834], [0.1360, -3.3940, -0.8153], [2.3481, -1.9526, -1.0149], [-1.4957, 3.4474, -0.5486], [-1.1320, 1.2693, -1.0307], [-0.8673, 2.3458, -0.3594], [-0.2853, -0.2339, -0.6186], [-1.2664, 4.2945, 0.0792], [-2.1121, 3.5856, -1.4269]],
  "multiplicity": 1,
  "charge": 0,
  "de_lowest_ev": 5.449,
  "largest_force_ev_per_a": 2.4,
  "lumo_energy_ev": 0.37
}


{
  "formula": "C5H14N2O",
  "method": "ωB97M-V with the def2-TZVPD basis set",
  "elements": ["C", "N", "C", "C", "C", "N", "C", "O", "H", "H", "H", "H", "H", "H", "H", "H", "H", "H", "H", "H", "H", "H"],
  "coordinates": [[2.4462, 2.5347, 0.3670], [1.0813, 2.0387, 0.4584], [0.7786, 0.7227, -0.0457], [-0.5680, 0.2866, 0.5175], [-1.2860, -0.8002, -0.2869], [-2.6668, -0.8994, 0.2020], [-0.5302, -2.1199, -0.2216], [-0.9495, -2.9093, -1.3556], [2.4189, 3.6156, 0.4545], [2.9258, 2.2694, -0.5866], [3.0363, 2.0921, 1.1612], [0.4093, 2.7340, 0.1735], [1.5966, 0.0664, 0.2615], [0.7020, 0.6772, -1.1467], [-1.2578, 1.1214, 0.4895], [-0.5036, 0.0270, 1.5779], [-1.2599, -0.4737, -1.3267], [-3.2218, -1.4066, -0.4815], [-2.6875, -1.5027, 1.0189], [-0.7411, -2.6547, 0.7084], [0.5216, -1.8871, -0.3719], [-0.2444, -3.5322, -1.5669]],
  "multiplicity": 1,
  "smiles": "CNCC[C@H](N)CO",
  "charge": 0,
  "de_lowest_ev": 1.936,
  "largest_force_ev_per_a": 1.4,
  "lumo_energy_ev": 0.91
}


{
  "formula": "C5H14N2O",
  "method": "ωB97M-V with the def2-TZVPD basis set",
  "elements": ["N", "C", "C", "N", "C", "C", "C", "O", "H", "H", "H", "H", "H", "H", "H", "H", "H", "H", "H", "H", "H", "H"],
  "coordinates": [[-2.0355, 0.5104, -1.2059], [-2.3934, 0.4605, 0.2226], [-1.9501, -0.8882, 0.8627], [-0.5337, -0.9169, 0.7503], [1.0189, 1.3462, -0.2729], [1.4899, -0.0069, -0.6896], [2.5595, -0.5997, 0.0164], [3.5378, 0.1589, 0.5905], [-2.7972, 0.2653, -1.8228], [-1.2985, -0.1855, -1.2776], [-0.0836, -1.8071, 0.9585], [-3.4386, 0.7137, 0.3945], [-1.7402, 1.1938, 0.7096], [-2.4519, -0.9356, 1.8416], [-2.4953, -1.6118, 0.2231], [4.1935, -0.4039, 1.0145], [0.8154, 1.2932, 0.7986], [0.1217, 1.6845, -0.7862], [1.7496, 2.1286, -0.5102], [1.3562, -0.0869, -1.7677], [1.4050, -0.8195, 0.3962], [2.9706, -1.4931, -0.4461]],
  "multiplicity": 1,
  "charge": 0,
  "de_lowest_ev": 7.768,
  "largest_force_ev_per_a": 3.2,
  "lumo_energy_ev": -0.71
}


{
  "formula": "C5H14N2O",
  "method": "ωB97M-V with the def2-TZVPD basis set",
  "elements": ["C", "C", "C", "C", "N", "C", "N", "H", "H", "H", "H", "H", "H", "H", "H", "H", "H", "H", "H", "H", "H", "O"],
  "coordinates": [[0.7351, -1.1225, 0.6509], [0.0399, -0.5223, -0.6050], [-0.8742, 0.5940, -0.2487], [-2.1532, 0.6634, -0.5566], [-2.8795, 1.8761, -0.2857], [-4.1391, 1.9777, -0.1379], [2.0089, -1.8110, 0.2925], [0.9392, -0.3540, 1.3933], [0.0561, -1.8288, 1.1147], [0.8558, -0.1778, -1.2542], [-0.4324, -1.3617, -1.0954], [-0.3763, 1.3376, 0.3809], [-2.6390, -0.0165, -1.2362], [-2.3267, 2.7267, -0.2001], [-4.5995, 2.9469, 0.0154], [-4.7944, 1.1153, -0.2251], [2.7925, -1.1303, 0.4782], [2.1818, -2.6111, 0.9020], [2.0546, -2.1217, -0.6801], [4.9698, -0.2610, 1.0731], [4.4090, 0.2101, -0.3230], [4.1715, -0.1293, 0.5469]],
  "multiplicity": 1,
  "charge": 2,
  "de_lowest_ev": 0.000,
  "largest_force_ev_per_a": 1.5,
  "lumo_energy_ev": -7.98
}